10
Properties=species:S:1:pos:R:3 method="wB97M-V/def2-TZVPD" homo_ev=-9.15 spin_multiplicity=1 smiles="FC(F)C(=S)C(=S)S" total_charge=0 e_above_lowest_kj_mol=37.56 energy_ha=-1509.71775 gap_ev=7.08
C -1.001 -0.322 -0.425
C 0.283 0.450 -0.617
C 1.478 0.060 0.289
H -3.030 -0.575 0.661
H 2.370 0.760 0.486
F 0.862 -0.288 1.435
F 2.083 -0.983 -0.421
S -2.305 0.635 0.362
S -0.959 -1.881 -0.884
S 0.219 2.145 -0.885